{
  "formula": "C3H9O3P",
  "method": "the ωB97M-V functional and the def2-TZVPD basis",
  "e_homo_ev": [-7.28, -7.28],
  "e_above_lowest_kcal_mol": 128.6,
  "gap_ev": [7.3, 7.3],
  "total_energy_ha": -686.592665,
  "charge": 0,
  "smiles": "OC=[PH2][C@@H](O)CO",
  "species": ["P", "O", "O", "O", "C", "C", "C", "H", "H", "H", "H", "H", "H", "H", "H", "H"],
  "positions_angstrom": [[0.9528, 0.8288, 0.3416], [-0.9801, -1.7460, -0.4950], [3.2066, -0.4062, -0.4733], [-1.7438, 0.9426, -0.7758], [-1.4660, -1.0417, 0.6792], [2.7265, 0.6234, 0.4021], [-1.2273, 0.3818, 0.4231], [0.9235, 2.1274, 0.8186], [-1.7057, 0.9866, 1.2339], [-0.0463, -1.6647, -0.4425], [-2.4583, -1.4131, 0.7528], [3.1420, 0.6189, 1.3501], [0.8801, 1.3145, -1.1475], [-0.9774, -1.2759, 1.6181], [-1.6042, 0.3337, -1.4301], [2.7213, -0.0785, -1.2294]],
  "atomic_forces_ev_per_a": [[-1.0, 1.5, -2.3], [-1.0, -0.3, 0.8], [-0.5, 1.6, 1.5], [-0.1, 1.7, 3.4], [0.9, -0.8, -1.5], [-1.3, -1.5, -2.1], [0.0, 2.6, 0.3], [-0.3, 0.3, 0.6], [0.9, -0.2, -0.4], [1.5, -0.2, -0.2], [-1.3, 0.3, 0.1], [1.1, -0.3, 1.8], [-0.2, -1.2, 1.9], [0.4, -0.5, 0.1], [0.5, -2.6, -2.9], [0.3, -0.6, -1.2]]
}



{
  "formula": "C27H34F6N5O7PdS2",
  "method": "the ωB97M-V functional and the def2-TZVPD basis",
  "e_homo_ev": -12.21,
  "e_above_lowest_kcal_mol": 40.2,
  "gap_ev": 7.8,
  "total_energy_ha": -3372.972694,
  "charge": 1,
  "species": ["Pd", "S", "S", "F", "F", "F", "F", "F", "F", "O", "O", "O", "O", "O", "O", "O", "N", "N", "N", "N", "N", "C", "C", "C", "C", "C", "C", "C", "C", "C", "C", "C", "C", "C", "C", "C", "C", "C", "C", "C", "C", "C", "C", "C", "C", "C", "C", "C", "H", "H", "H", "H", "H", "H", "H", "H", "H", "H", "H", "H", "H", "H", "H", "H", "H", "H", "H", "H", "H", "H", "H", "H", "H", "H", "H", "H", "H", "H", "H", "H", "H", "H"],
  "positions_angstrom": [[-1.7606, -0.4822, 0.1449], [-1.3172, -0.1577, 3.0120], [-2.0052, -1.4218, 5.3200], [-3.4206, 1.1880, 2.0602], [-0.5473, -3.1269, 3.8360], [-2.5741, -3.7705, 4.2399], [-3.0680, 1.4885, 4.1771], [-1.0809, -3.8453, 5.7985], [-1.7814, 2.4305, 2.7213], [0.6434, -6.3322, -1.7694], [-2.0835, -1.2136, 2.3050], [1.4292, -4.1872, -5.1222], [-3.3643, -1.2541, 4.9039], [-3.9305, -0.5417, -0.1283], [-0.1938, 0.3192, 2.2454], [-1.6439, -1.3603, 6.6935], [-2.0424, -2.7587, -0.3812], [-0.9958, -0.4516, 4.4850], [0.1773, -0.5016, -0.3761], [-1.5827, 1.2834, -0.8794], [0.1167, -4.8567, -3.4048], [4.8776, 0.9295, -1.4589], [4.6772, 1.1236, 1.0384], [-1.6409, 6.0828, 0.3991], [-1.6861, -5.5142, -0.3280], [-0.0080, -5.3876, -2.1692], [4.4262, 0.2163, -0.1768], [-0.9173, 5.5449, -0.8457], [-1.5135, -3.1510, 4.7598], [-2.6020, 2.1476, -0.9898], [5.2371, -1.0688, -0.0167], [1.0993, -5.3245, -4.3522], [-1.1223, 4.0385, -0.8937], [-1.0157, -4.7326, -1.2633], [-2.6991, -3.5252, 0.4998], [-2.4102, 3.5080, -1.0108], [2.9334, -0.0629, -0.2477], [1.0139, -1.4878, -0.0465], [-0.3353, 1.7711, -0.7783], [-1.5207, 6.1765, -2.1083], [0.6868, 0.7334, -0.5759], [0.5600, 5.9229, -0.7609], [-1.2299, -3.3681, -1.2536], [2.3799, -1.3100, 0.0194], [-2.4706, 1.3306, 3.0188], [2.0408, 0.9678, -0.5493], [-2.5606, -4.9031, 0.5494], [-0.0772, 3.1294, -0.7917], [-1.4768, 7.1576, 0.4806], [-3.2735, 4.1516, -1.0972], [-2.7168, 5.9126, 0.3471], [2.9941, -2.1562, 0.2855], [5.0290, -1.5688, 0.9306], [-3.3234, -3.0091, 1.2188], [0.5707, -2.4497, 0.1657], [-1.2660, 5.6110, 1.3088], [-2.5915, 5.9901, -2.1889], [4.1676, 2.0830, 0.9367], [1.1226, 5.5666, -1.6266], [-4.3866, -0.3508, 0.7066], [4.6320, 0.3442, -2.3467], [0.9380, 3.4781, -0.6864], [-4.2000, -1.4325, -0.3891], [4.4268, 1.9169, -1.5639], [-1.0397, 5.7942, -3.0102], [1.0289, 5.5395, 0.1475], [2.4119, 1.9629, -0.7428], [5.9585, 1.0669, -1.4350], [5.7457, 1.3190, 1.1336], [6.2992, -0.8258, -0.0269], [-1.5053, -6.5808, -0.3056], [5.0507, -1.7715, -0.8313], [4.3334, 0.6530, 1.9605], [0.6498, 7.0086, -0.7378], [0.6855, -6.1194, -4.9802], [-0.4949, -4.1225, -3.7205], [-1.3749, 7.2565, -2.0784], [-3.1062, -5.4702, 1.2898], [-0.7308, -2.7189, -1.9649], [1.9479, -5.7201, -3.7920], [1.9832, -4.4591, -5.8607], [-3.5863, 1.7087, -1.0756]],
  "atomic_forces_ev_per_a": [[-0.3, -0.7, -3.2], [-0.2, -0.3, -0.3], [0.1, 0.3, 0.1], [0.0, 0.0, 0.0], [0.0, 0.0, 0.0], [0.0, 0.0, -0.1], [0.0, 0.0, 0.0], [0.0, 0.0, 0.0], [0.0, 0.0, 0.0], [0.0, 0.0, 0.0], [0.2, 0.5, 0.4], [0.1, 0.0, 0.0], [0.0, -0.1, 0.0], [0.1, 0.3, 0.6], [0.2, 0.1, 0.6], [0.0, 0.0, -0.1], [0.0, -0.4, 0.5], [-0.1, -0.4, 0.0], [0.1, 0.2, 1.3], [-0.2, 0.4, 0.8], [0.0, 0.1, 0.0], [0.0, 0.0, 0.0], [0.0, 0.0, 0.0], [0.0, 0.0, 0.0], [0.0, 0.0, 0.0], [0.0, 0.0, 0.0], [0.0, 0.0, 0.0], [0.0, 0.0, 0.0], [0.0, 0.0, 0.0], [0.0, -0.1, -0.2], [0.0, 0.0, 0.0], [0.0, 0.0, 0.0], [-0.1, 0.1, 0.0], [0.0, 0.0, 0.0], [0.1, 0.0, 0.0], [0.0, 0.0, -0.1], [0.0, 0.1, 0.0], [-0.1, -0.1, 0.0], [0.1, 0.0, -0.1], [0.0, 0.0, 0.0], [-0.1, 0.1, -0.2], [0.0, 0.0, 0.0], [-0.2, 0.1, -0.2], [0.0, 0.0, -0.1], [0.1, 0.0, 0.0], [0.1, -0.1, 0.0], [0.0, 0.0, 0.0], [0.0, 0.0, -0.1], [0.0, 0.0, 0.0], [0.0, 0.0, 0.0], [0.0, 0.0, 0.0], [0.0, 0.0, 0.0], [0.0, 0.0, 0.0], [0.0, 0.0, 0.0], [0.0, 0.0, 0.1], [0.0, 0.0, 0.0], [0.0, 0.0, 0.0], [0.0, 0.0, 0.0], [0.0, 0.0, 0.0], [0.0, 0.0, 0.0], [0.0, 0.0, 0.0], [0.0, 0.0, 0.0], [0.1, 0.0, 0.0], [0.0, 0.0, 0.0], [0.0, 0.0, 0.0], [0.0, 0.0, 0.0], [0.0, 0.0, 0.0], [0.0, 0.0, 0.0], [0.0, 0.0, 0.0], [0.0, 0.0, 0.0], [0.0, 0.0, 0.0], [0.0, 0.0, 0.0], [0.0, 0.0, 0.0], [0.0, 0.0, 0.0], [0.0, 0.0, 0.0], [-0.1, -0.1, 0.0], [0.0, 0.0, 0.0], [0.0, 0.0, 0.0], [0.1, 0.0, 0.0], [0.0, 0.0, 0.0], [0.0, 0.0, 0.0], [0.0, 0.0, 0.1]]
}



{
  "formula": "C28H52AsNO9SSiSn",
  "method": "the ωB97M-V functional and the def2-TZVPD basis",
  "e_homo_ev": [-14.22, -13.80],
  "gap_ev": [5.7, 4.6],
  "total_energy_ha": -4967.441552,
  "charge": 2,
  "species": ["Sn", "As", "S", "Si", "O", "O", "O", "O", "O", "O", "O", "O", "O", "N", "C", "C", "C", "C", "C", "C", "C", "C", "C", "C", "C", "C", "C", "C", "C", "C", "C", "C", "C", "C", "C", "C", "C", "C", "C", "C", "C", "C", "H", "H", "H", "H", "H", "H", "H", "H", "H", "H", "H", "H", "H", "H", "H", "H", "H", "H", "H", "H", "H", "H", "H", "H", "H", "H", "H", "H", "H", "H", "H", "H", "H", "H", "H", "H", "H", "H", "H", "H", "H", "H", "H", "H", "H", "H", "H", "H", "H", "H", "H", "H"],
  "positions_angstrom": [[-0.1635, -0.1478, 0.1330], [1.3648, 2.2736, -1.8357], [0.5582, -2.4732, -0.4902], [-0.6526, -2.4218, -2.3159], [-1.2233, -0.8610, -2.1603], [-1.6748, -0.4293, 3.9890], [3.8277, -0.9071, 1.5415], [0.2656, -2.4579, -3.6224], [-0.4652, -0.8857, 2.0953], [1.1242, 1.1759, 2.4559], [-2.1917, 1.1660, 0.6146], [-1.7469, -3.5785, -2.2686], [2.3619, 0.2343, 0.2809], [-2.6316, 3.3801, 0.9370], [1.1403, -3.4140, -4.2825], [-1.9890, -0.1423, -3.1864], [2.2619, 0.3963, 2.6879], [-3.0158, -1.0563, -3.8441], [-3.6495, 4.4185, 1.1515], [2.4782, 3.5019, -0.8263], [0.3057, -4.2071, -5.2751], [-1.0100, 0.3968, -4.2282], [2.1884, -2.5719, -4.9923], [1.7771, -4.3327, -3.2503], [-1.8988, -5.2687, -0.5620], [-3.1450, -3.1141, -0.2979], [-3.8142, -4.7270, -2.0942], [1.8594, 6.5953, -4.1054], [0.8697, 4.4295, -3.6862], [-1.2202, 3.7285, 1.0363], [1.0699, 4.0864, -5.0376], [-2.6904, 1.0032, -2.4720], [0.1136, 1.0252, 3.4540], [2.6611, 1.7522, -3.1906], [1.9945, 6.2641, -5.4555], [-2.9836, 2.1125, 0.7695], [-0.7942, -0.2193, 3.1910], [1.3180, 5.6833, -3.2259], [0.1111, 3.5414, -2.8028], [1.6107, 5.0002, -5.9135], [2.8181, -0.0883, 1.3816], [-2.6559, -4.1654, -1.2872], [-1.9603, 1.6024, -1.9179], [2.1566, 7.5743, -3.7526], [0.7480, 3.1150, -5.3984], [2.2369, 1.0465, -3.9031], [-1.0032, -4.8552, -0.0939], [-4.5404, -5.2009, -1.4323], [1.8884, 4.1178, -0.1498], [-3.5647, -0.5041, -4.6082], [3.0086, 2.6387, -3.7145], [-0.5638, -0.4228, -4.7892], [2.4010, 6.9898, -6.1487], [1.7213, 4.7489, -6.9602], [-0.1586, -3.5344, -5.9995], [0.9352, -4.9164, -5.8136], [4.1412, -1.2817, 0.7049], [1.0043, -4.8954, -2.7144], [-3.4240, 0.6151, -1.7629], [2.4463, -5.0396, -3.7403], [1.7032, -1.8852, -5.6888], [-3.2052, 1.6358, -3.1964], [-3.9228, -3.5441, 0.3321], [-0.2097, 0.9434, -3.7213], [2.7598, -1.9923, -4.2630], [3.1922, 2.9228, -0.2403], [-4.0630, 1.9330, 0.7723], [-1.5263, 1.0658, -4.9203], [-1.5965, -6.0502, -1.2614], [-4.4837, 4.2834, 0.4667], [2.3505, -3.7524, -2.5234], [3.5042, 1.2773, -2.6894], [-3.7310, -1.4218, -3.1048], [-3.2098, 5.3947, 0.9724], [-3.5613, -2.2473, -0.8199], [3.0310, 0.9757, 3.2072], [3.0306, 4.1363, -1.5173], [0.5041, 0.9102, 4.4653], [-1.0911, 4.7878, 0.8336], [-2.3317, -2.7770, 0.3488], [-2.5330, -1.9163, -4.3157], [-0.6482, 3.1415, 0.3194], [-3.4502, -5.4699, -2.8052], [-0.5952, 2.9237, -3.3513], [2.0421, -0.4904, 3.2902], [-0.8291, 3.5058, 2.0308], [2.8731, -3.2105, -5.5519], [-0.4140, 4.0823, -2.0175], [-0.4814, -4.7553, -4.7527], [-4.0304, 4.3970, 2.1727], [-4.3093, -3.9279, -2.6492], [-0.5429, 1.8911, 3.4064], [-2.5278, -5.7114, 0.2110], [1.1863, 5.9507, -2.1828]],
  "atomic_forces_ev_per_a": [[0.2, -0.7, 0.8], [0.0, 0.7, -0.4], [-0.4, 1.1, 0.0], [0.4, -0.1, 0.6], [-0.3, 0.3, 0.0], [0.6, -0.5, -1.1], [0.0, 0.1, 0.2], [-0.1, 0.2, -0.1], [-0.5, 0.0, -1.2], [-0.4, 0.4, -0.1], [0.7, -0.6, 0.0], [0.0, 0.0, -0.1], [0.1, -0.3, 0.7], [0.0, -0.2, -0.1], [0.1, -0.2, -0.1], [-0.2, 0.3, -0.3], [0.0, -0.1, 0.2], [0.1, -0.1, 0.2], [-0.1, -0.1, 0.2], [0.0, -0.2, 0.5], [-0.1, 0.1, 0.1], [0.0, -0.2, 0.2], [-0.1, 0.0, 0.1], [-0.2, 0.2, 0.1], [0.1, 0.1, -0.2], [0.2, 0.2, -0.2], [0.1, 0.0, -0.1], [0.1, 0.1, -0.3], [0.5, 0.5, -0.4], [0.0, -0.1, 0.1], [-0.2, 0.0, 0.4], [0.1, -0.2, 0.1], [-0.5, -0.9, -0.3], [0.0, -0.7, 0.1], [0.0, -0.1, 0.1], [0.1, 0.4, 0.0], [0.2, 1.5, 0.7], [-0.3, -0.4, 0.0], [-0.4, -0.5, 0.3], [0.2, 0.3, 0.0], [0.0, 0.0, -0.6], [-0.1, -0.2, 0.1], [-0.1, 0.1, -0.1], [0.0, 0.0, 0.0], [0.0, 0.0, 0.0], [0.0, 0.0, 0.0], [-0.1, -0.1, 0.1], [0.0, 0.0, 0.0], [0.0, 0.0, 0.0], [0.1, 0.0, 0.0], [-0.1, 0.1, 0.1], [0.0, 0.0, 0.0], [0.0, 0.0, 0.0], [0.0, 0.0, 0.0], [0.0, -0.1, 0.0], [0.0, 0.0, 0.0], [0.0, 0.1, -0.2], [0.1, 0.0, -0.1], [0.0, 0.0, 0.0], [0.0, 0.0, 0.0], [0.0, 0.0, 0.0], [0.0, 0.0, 0.0], [0.0, 0.0, 0.0], [0.0, -0.1, -0.1], [0.0, 0.0, 0.0], [-0.1, 0.0, 0.0], [0.0, -0.1, -0.1], [0.0, 0.0, 0.0], [0.0, 0.0, 0.0], [0.0, 0.0, 0.0], [0.0, 0.0, -0.1], [0.0, 0.0, 0.0], [0.0, 0.0, -0.1], [0.0, 0.0, -0.1], [0.0, -0.1, 0.0], [0.1, -0.1, 0.0], [-0.1, 0.0, -0.1], [0.2, 0.2, 0.0], [0.0, 0.0, 0.0], [0.0, 0.0, 0.1], [-0.1, 0.1, 0.0], [0.0, 0.0, -0.1], [0.0, 0.0, 0.0], [0.0, 0.0, 0.1], [0.0, 0.0, 0.0], [0.0, 0.1, 0.0], [0.0, 0.0, 0.0], [0.0, -0.1, 0.1], [0.0, 0.0, 0.0], [0.1, 0.0, 0.0], [0.0, 0.0, 0.0], [0.2, 0.1, 0.1], [0.0, 0.0, 0.0], [0.0, 0.0, 0.0]]
}